Density functional theory data (the ωB97M-V functional and the def2-TZVPD basis) for an isolated ion of composition C4H10N and charge +1 at a distorted geometry.

## Properties
total energy = -5793.8019 eV
strongest force on any atom = 0.0195 hartree/bohr
relative energy (zero: lowest compared OMol25 entry of this formula, charge and spin) = 0.056 eV
2S+1 = 1
LUMO level = -3.5 eV
SMILES = C1CC[NH2+]C1
charge = +1

Last column: Mulliken charge in e.
CARTESIAN COORDINATES (ANGSTROEM)
C 0.114 0.064 1.261  -0.589
C 1.214 -0.325 0.277  -0.421
C 0.488 -0.527 -1.067  -0.604
N -0.916 -0.031 -0.846  -0.182
C -0.886 0.829 0.420  -0.563
H 0.449 0.710 2.073  0.345
H -0.318 -0.812 1.736  0.310
H 1.683 -1.256 0.542  0.305
H 1.968 0.457 0.206  0.317
H 0.481 -1.558 -1.411  0.361
H 0.918 0.095 -1.840  0.301
H -1.546 -0.794 -0.600  0.375
H -1.293 0.430 -1.672  0.331
H -1.900 0.927 0.769  0.386
H -0.458 1.791 0.153  0.327

=====

Density functional theory data (the ωB97M-V functional and the def2-TZVPD basis) for a 2-piece molecular cluster, C4H10N2 overall at a distorted geometry.

## Properties
total energy = -7287.7726 eV
strongest force on any atom = 0.0303 hartree/bohr
relative energy (zero: lowest compared OMol25 entry of this formula, charge and spin) = 0.688 eV
<S²> = 0.75
2S+1 = 2
LUMO level (spin up / spin down) = 4.1 / 3.9 eV
charge = -1

Last column: Mulliken charge in e.
CARTESIAN COORDINATES (ANGSTROEM)
C 1.503 1.027 -0.645  -0.924
C 2.431 0.023 0.015  -0.269
C 2.385 -1.283 -0.172  -0.989
H 1.934 2.025 -0.591  0.330
H 1.255 0.709 -1.656  0.335
H 0.548 1.005 -0.109  0.003
H 3.217 0.517 0.576  0.302
H 3.183 -1.830 0.317  0.380
H 1.670 -1.784 -0.805  0.648
N -2.921 -0.100 1.416  -0.584
C -2.366 -0.155 0.189  -1.996
N -2.488 0.750 -0.710  -0.333
H -3.199 0.813 1.737  0.311
H -2.846 -0.896 2.043  1.071
H -1.892 -1.127 0.020  0.270
H -2.414 0.304 -1.624  0.445

=====

Density functional theory data (the ωB97M-V functional and the def2-TZVPD basis) for a 2-piece molecular cluster, C4H10N2 overall at a distorted geometry.

## Properties
total energy = -7288.8660 eV
strongest force on any atom = 0.0490 hartree/bohr
relative energy (zero: lowest compared OMol25 entry of this formula, charge and spin) = 1.754 eV
2S+1 = 1
LUMO level = 1.0 eV
SMILES = [H]/N=C\C.C=CN

Last column: Mulliken charge in e.
CARTESIAN COORDINATES (ANGSTROEM)
H -2.200 0.390 -1.690  0.227
N -1.266 0.774 -1.865  -0.653
C -0.353 -0.074 -1.507  0.118
C -0.631 -1.533 -1.300  -1.061
H 0.717 0.213 -1.592  0.400
H 0.312 -2.076 -1.206  0.298
H -1.209 -1.924 -2.141  0.372
H -1.212 -1.663 -0.384  0.283
C 1.469 1.452 0.852  -0.919
C 0.336 0.840 1.235  0.126
N 0.270 -0.320 1.972  -0.458
H 2.445 1.055 1.105  0.253
H 1.430 2.429 0.382  0.274
H -0.624 1.339 1.096  0.299
H -0.587 -0.402 2.514  0.238
H 1.101 -0.499 2.530  0.202

=====

Density functional theory data (the ωB97M-V functional and the def2-TZVPD basis) for one molecule with the formula C4H10N2 at a distorted geometry.

## Properties
total energy = -7288.7633 eV
strongest force on any atom = 0.0667 hartree/bohr
relative energy (zero: lowest compared OMol25 entry of this formula, charge and spin) = 1.856 eV
2S+1 = 1
LUMO level = 1.0 eV
SMILES = CCC/N=C\N

Last column: Mulliken charge in e.
CARTESIAN COORDINATES (ANGSTROEM)
C 1.897 -0.267 -1.181  -1.189
C 1.002 -0.071 0.057  -0.298
C -0.007 1.070 -0.115  -0.585
N -1.430 0.783 -0.394  -0.439
C -2.232 0.030 0.232  -0.011
N -1.767 -0.758 1.324  -0.521
H 2.438 0.709 -1.401  0.284
H 2.463 -1.176 -1.154  0.385
H 1.151 -0.549 -1.974  0.291
H 0.530 -1.006 0.279  0.281
H 1.651 0.043 0.937  0.354
H 0.466 1.813 -0.758  0.344
H 0.023 1.656 0.870  0.254
H -3.286 0.018 -0.042  0.370
H -1.750 -1.787 1.213  0.221
H -1.148 -0.508 2.105  0.259

=====

Density functional theory data (the ωB97M-V functional and the def2-TZVPD basis) for one molecule with the formula C4H10N2 at a distorted geometry.

## Properties
total energy = -7289.7569 eV
strongest force on any atom = 0.0464 hartree/bohr
relative energy (zero: lowest compared OMol25 entry of this formula, charge and spin) = 0.863 eV
2S+1 = 1
LUMO level = 1.0 eV
SMILES = [H]/N=C/NC(C)C

Last column: Mulliken charge in e.
CARTESIAN COORDINATES (ANGSTROEM)
H -2.706 2.006 -1.046  0.240
N -1.694 2.006 -0.709  -0.705
C -1.321 0.814 -0.390  0.063
N -0.135 0.510 0.127  -0.317
C 0.409 -0.849 0.308  0.363
C 1.217 -0.817 1.552  -1.353
C 1.206 -1.302 -0.942  -1.081
H -1.962 -0.066 -0.521  0.269
H 0.443 1.381 0.193  0.316
H -0.421 -1.470 0.451  0.281
H 0.502 -0.503 2.346  0.360
H 2.020 -0.028 1.537  0.306
H 1.645 -1.817 1.711  0.379
H 1.902 -2.228 -0.775  0.309
H 1.801 -0.353 -1.205  0.291
H 0.513 -1.616 -1.788  0.279

=====

Density functional theory data (the ωB97M-V functional and the def2-TZVPD basis) for one molecule with the formula C4H10N2 at a distorted geometry.

## Properties
total energy = -7288.1282 eV
strongest force on any atom = 0.0885 hartree/bohr
relative energy (zero: lowest compared OMol25 entry of this formula, charge and spin) = 2.491 eV
2S+1 = 1
LUMO level = 1.0 eV
SMILES = [H]/N=C/NCCC

Last column: Mulliken charge in e.
CARTESIAN COORDINATES (ANGSTROEM)
H -0.288 -3.343 0.467  0.240
N -0.817 -2.778 -0.225  -0.752
C -0.544 -1.581 0.140  0.157
N -1.405 -0.548 -0.135  -0.203
C -1.094 0.866 -0.262  -0.316
C 0.284 1.199 0.514  -0.713
C 1.678 0.711 -0.070  -0.999
H 0.493 -1.399 0.649  0.232
H -2.301 -0.761 -0.420  0.187
H -0.842 1.083 -1.328  0.247
H -1.732 1.859 -0.148  0.298
H 0.150 0.741 1.448  0.416
H 0.324 2.309 0.439  0.352
H 1.801 -0.392 -0.257  0.269
H 2.668 1.023 0.331  0.312
H 1.626 1.007 -1.142  0.272

=====

Density functional theory data (the ωB97M-V functional and the def2-TZVPD basis) for one molecule with the formula C4H10N2 at a distorted geometry.

## Properties
total energy = -7285.5805 eV
strongest force on any atom = 0.0826 hartree/bohr
relative energy (zero: lowest compared OMol25 entry of this formula, charge and spin) = 5.039 eV
2S+1 = 1
LUMO level = 1.0 eV

Last column: Mulliken charge in e.
CARTESIAN COORDINATES (ANGSTROEM)
C -0.864 1.267 -0.157  -0.416
C 0.466 1.736 0.333  -0.427
C -1.431 -1.116 0.058  -0.769
C 1.780 -0.975 -0.171  -0.795
N -0.583 -0.135 -0.400  -0.004
N 0.618 -0.246 0.479  -0.439
H -1.606 1.422 0.574  0.284
H -1.215 1.627 -1.131  0.318
H 1.072 2.163 -0.408  0.236
H 0.718 2.126 1.355  0.256
H -2.328 -0.737 0.719  0.238
H -1.824 -1.571 -0.770  0.341
H -0.881 -1.951 0.502  0.248
H 2.616 -0.890 0.454  0.341
H 1.434 -2.015 -0.276  0.281
H 2.028 -0.708 -1.161  0.305

=====

Density functional theory data (the ωB97M-V functional and the def2-TZVPD basis) for a 2-piece molecular cluster, C4H10N2 overall at a distorted geometry.

## Properties
total energy = -7288.8248 eV
strongest force on any atom = 0.0301 hartree/bohr
relative energy (zero: lowest compared OMol25 entry of this formula, charge and spin) = 1.795 eV
2S+1 = 1
LUMO level = 0.9 eV
SMILES = [H]/N=C/N.C=CC

Last column: Mulliken charge in e.
CARTESIAN COORDINATES (ANGSTROEM)
H -3.225 1.643 -2.195  0.233
N -2.930 1.041 -1.429  -0.678
C -2.139 0.163 -1.901  0.126
N -1.669 -0.852 -1.111  -0.421
H -1.716 0.147 -2.905  0.300
H -1.866 -0.757 -0.129  0.233
H -0.995 -1.482 -1.497  0.205
C 1.046 0.214 1.989  -0.758
C 2.155 0.361 1.257  0.107
C 3.256 -0.638 1.204  -0.929
H 0.293 0.948 2.225  0.294
H 0.929 -0.784 2.410  0.183
H 2.117 0.955 0.354  0.279
H 4.261 -0.270 1.417  0.277
H 3.381 -0.975 0.167  0.246
H 3.150 -1.485 1.889  0.303